Density functional theory data (the ωB97M-V functional and the def2-TZVPD basis) for a molecular structure, C29H37N7O4P2PdS.

ORCA input file:
```
! wB97M-V def2-TZVPD RIJCOSX def2/J DEFGRID3
* xyz 2 1
Pd -0.4379 -0.3287 -0.2999
C -2.0497 -2.9148 -1.8097
P -1.9542 -1.9625 -0.2765
C -1.6750 -3.1706 1.0245
C -2.5354 -3.2722 2.1134
C -2.2914 -4.2232 3.0959
C -1.1993 -5.0707 2.9901
C -0.3389 -4.9725 1.9017
C -0.5735 -4.0231 0.9221
C -3.5690 -1.1991 -0.0236
C -3.6796 0.0162 0.6524
C -4.9251 0.5846 0.8693
C -6.0685 -0.0502 0.4043
C -5.9670 -1.2539 -0.2778
C -4.7238 -1.8285 -0.4921
H -2.7268 -3.7555 -1.6620
H -1.0650 -3.3028 -2.0676
H -2.4064 -2.2839 -2.6217
H -3.3958 -2.6197 2.1958
H -2.9647 -4.3082 3.9385
H -1.0208 -5.8184 3.7517
H 0.5059 -5.6431 1.8149
H 0.0961 -3.9565 0.0701
H -2.7923 0.5334 0.9945
H -5.0015 1.5288 1.3925
H -7.0393 0.3995 0.5634
H -6.8553 -1.7432 -0.6535
H -4.6696 -2.7708 -1.0222
N 3.1687 3.4738 1.6930
C 2.7729 2.6164 0.5245
P 0.9635 2.9745 0.2041
O 0.6835 4.0666 1.1980
O 0.2691 1.6462 0.3397
C 0.7092 3.6205 -1.4913
N 0.1471 4.9741 -1.5620
H 2.2657 3.9604 1.9446
H 3.8687 4.1716 1.4567
H 3.5203 2.9035 2.4731
H 2.8631 1.5755 0.8265
H 3.4373 2.7928 -0.3175
H 0.0261 2.9016 -1.9509
H 1.6343 3.5687 -2.0680
H -1.2678 4.8613 -3.1619
H 0.8840 5.6676 -1.5938
H -0.3679 5.1742 -0.7090
N 3.3150 -0.1369 5.6619
C 3.0299 0.4994 4.5219
O 3.5115 1.5728 4.1860
C 2.0336 -0.1385 3.5876
C 2.4446 -0.9890 2.5693
C 1.5536 -1.2909 1.5578
N 0.3227 -0.7650 1.5240
C -0.1058 -0.0347 2.5609
C 0.7120 0.2798 3.6238
H 3.9712 0.2805 6.3044
H 2.8904 -1.0163 5.9002
H 3.4575 -1.3664 2.5248
H 1.8429 -1.8970 0.7130
H -1.1128 0.3490 2.5023
H 0.3397 0.9145 4.4168
O 1.8768 -0.2600 -1.3271
S 2.2007 -1.1075 -2.5445
C 2.1697 0.0099 -3.9680
C 3.5220 0.7084 -3.9955
C 4.5360 -0.4093 -3.7704
C 4.0217 -1.2286 -2.5851
H 1.3005 0.6521 -3.8291
H 2.0174 -0.6089 -4.8555
H 3.5764 1.4429 -3.1882
H 3.6844 1.2305 -4.9375
H 5.5393 -0.0337 -3.5747
H 4.5924 -1.0376 -4.6609
H 4.3118 -0.8019 -1.6238
H 4.3099 -2.2778 -2.6125
N -1.2510 0.2465 -2.0864
C -2.0364 1.0081 -2.4550
C -2.9284 1.9972 -2.8980
C -2.3454 3.1663 -3.2788
N -1.7473 4.0997 -3.6445
C -4.3396 1.7953 -2.8406
N -5.4712 1.6080 -2.7728
*
```

Energy relative to the best compared isomer or geometry (same formula, charge and spin) in kJ/mol: 27.4
E_HOMO in eV: -13.829